{
  "formula": "C52H51AsCl2HfN8OS",
  "method": "the ωB97M-V functional and the def2-TZVPD basis",
  "symbols": ["Hf", "As", "Cl", "Cl", "S", "O", "N", "N", "N", "N", "N", "N", "N", "N", "C", "C", "C", "C", "C", "C", "C", "C", "C", "C", "C", "C", "C", "C", "C", "C", "C", "C", "C", "C", "C", "C", "C", "C", "C", "C", "C", "C", "C", "C", "C", "C", "C", "C", "C", "C", "C", "C", "C", "C", "C", "C", "C", "C", "C", "C", "C", "C", "C", "C", "C", "C", "H", "H", "H", "H", "H", "H", "H", "H", "H", "H", "H", "H", "H", "H", "H", "H", "H", "H", "H", "H", "H", "H", "H", "H", "H", "H", "H", "H", "H", "H", "H", "H", "H", "H", "H", "H", "H", "H", "H", "H", "H", "H", "H", "H", "H", "H", "H", "H", "H", "H", "H"],
  "xyz": [[0.22, 0.00, 0.02], [-3.19, 0.04, 1.44], [-0.43, 2.43, 1.76], [-1.45, 4.88, 0.53], [4.84, 1.00, 0.02], [-1.59, -0.36, 1.00], [2.53, -0.11, 0.15], [0.90, -0.34, 2.37], [0.80, -2.95, -2.49], [-0.97, -0.16, -1.79], [0.22, -2.21, -0.33], [2.40, -1.39, 7.40], [-1.31, 2.82, -4.86], [0.42, -1.42, -5.69], [3.02, -5.23, 1.28], [-0.84, -4.20, -1.23], [1.01, 1.86, -1.01], [0.13, -3.07, -1.36], [2.74, -4.23, 3.56], [-4.02, 2.22, -2.01], [-5.50, -3.00, 3.09], [2.09, -1.16, 6.32], [0.72, -1.66, 4.35], [3.42, -1.01, 0.76], [3.10, -2.25, 1.30], [0.36, -1.35, 3.06], [-6.07, 1.16, -1.31], [-0.81, 0.09, -2.92], [5.42, -2.57, 1.83], [-4.85, -1.78, 2.91], [-3.73, 2.42, 2.92], [0.31, 2.79, -1.77], [4.74, -0.56, 0.77], [-5.33, -4.02, 2.18], [-2.64, 1.44, 5.29], [-0.05, 4.11, 1.24], [1.70, -1.84, -2.81], [-3.71, 3.21, 4.05], [0.95, 3.86, -2.40], [4.10, -3.05, 1.83], [-3.17, 2.73, 5.23], [2.25, 0.18, 4.27], [-4.06, 0.86, -0.03], [1.55, -5.17, -3.42], [-0.08, -0.57, -5.09], [1.84, 0.40, 2.97], [-5.42, 0.60, -0.22], [-4.03, -1.61, 1.79], [3.06, 3.10, -1.57], [-2.66, 0.63, 4.17], [1.69, -0.88, 4.97], [0.64, -3.95, -3.57], [5.75, -1.34, 1.31], [4.93, -5.21, 2.87], [-5.37, 1.96, -2.20], [3.15, 0.98, -0.27], [-3.87, -2.64, 0.86], [3.71, -4.42, 2.39], [-3.37, 1.68, -0.92], [2.32, 4.02, -2.29], [2.41, 2.04, -0.95], [-1.02, 1.73, -4.63], [3.17, -2.24, -2.88], [-3.20, 1.13, 2.98], [-4.52, -3.84, 1.06], [-0.65, 0.41, -4.23], [2.07, -2.59, 1.27], [3.79, -1.35, -2.89], [0.75, 4.04, 0.51], [-3.26, -2.48, -0.02], [0.27, -2.50, 4.86], [2.72, -6.21, 1.67], [6.78, -0.99, 1.32], [-4.98, -0.98, 3.63], [-2.32, 1.90, -0.75], [0.36, 4.55, -3.00], [0.84, -3.43, -4.50], [-6.13, -3.14, 3.96], [1.38, -1.45, -3.77], [4.61, -6.19, 3.22], [-3.48, 2.85, -2.71], [2.60, -4.90, -3.49], [-3.16, 3.35, 6.12], [-4.12, 4.21, 4.01], [3.19, -3.62, 4.35], [1.57, -1.06, -2.07], [-7.12, 0.97, -1.46], [-5.96, -0.04, 0.46], [1.33, -5.88, -4.21], [4.14, 3.19, -1.53], [1.82, -3.75, 3.23], [2.28, 1.20, 2.39], [-0.40, -4.25, -3.62], [-0.76, 2.70, -1.91], [1.40, -5.67, -2.46], [0.24, 4.64, 2.14], [-0.53, -2.45, 0.31], [3.69, -5.39, 0.43], [2.12, -4.73, 0.92], [-2.24, 1.07, 6.22], [3.01, 0.81, 4.72], [-2.28, -0.38, 4.22], [-4.14, 2.80, 1.99], [-5.84, -4.96, 2.32], [5.43, -4.72, 3.71], [3.39, -2.80, -3.79], [-0.40, -1.93, 2.55], [5.66, -5.36, 2.08], [-4.41, -4.64, 0.34], [-0.41, -5.16, -1.51], [-1.70, -4.02, -1.88], [-5.88, 2.39, -3.05], [2.82, 4.84, -2.79], [6.21, -3.18, 2.25], [2.48, -5.20, 3.99], [3.46, -2.85, -2.02], [-1.21, -4.27, -0.20]],
  "mulliken_charge": [0.250, 1.255, 0.210, -0.100, -0.458, 1.692, 0.876, 1.151, 0.937, -0.224, 0.448, -0.415, -0.587, -0.563, -1.622, -2.347, 0.117, 0.829, -1.528, -0.830, -0.792, -0.400, -0.766, -0.783, 0.025, -0.742, -0.826, 1.107, -0.233, -0.378, -0.148, 0.403, 0.821, -0.583, -1.019, -0.333, 1.408, -0.802, -1.031, -0.042, -0.591, -1.091, -0.012, -1.115, -0.118, -0.322, -0.715, 0.029, -0.732, -0.254, 0.435, -0.812, -1.180, -2.289, -0.672, 0.804, -0.409, 2.203, 0.485, -1.189, 0.306, -0.059, -1.767, -0.124, -0.831, 0.105, -0.270, 0.390, 0.008, 0.545, 0.619, 0.491, 0.498, 0.455, 0.122, 0.517, 0.362, 0.458, -0.478, 0.404, 0.542, 0.289, 0.446, 0.462, 0.374, -0.578, 0.442, 0.474, 0.438, 0.499, 0.028, 0.305, 0.583, 0.396, 0.241, 0.518, -0.722, 0.390, 0.114, 0.475, 0.657, 0.585, 0.494, 0.437, 0.450, 0.478, 0.215, 0.479, 0.469, 0.502, 0.444, 0.453, 0.424, 0.641, 0.567, 0.371, 0.431],
  "multiplicity": 1,
  "largest_force_ev_per_a": 1.3,
  "e_homo_ev": -13.09,
  "energy_ev": -166736.2075,
  "lumo_ha": -0.2108,
  "orbital_gap_ev": 7.3,
  "total_charge": 2
}



{
  "formula": "C52H51CoN4O5S2Se2",
  "method": "the ωB97M-V functional and the def2-TZVPD basis",
  "symbols": ["Se", "Se", "Co", "S", "S", "O", "O", "O", "O", "O", "N", "N", "N", "N", "C", "C", "C", "C", "C", "C", "C", "C", "C", "C", "C", "C", "C", "C", "C", "C", "C", "C", "C", "C", "C", "C", "C", "C", "C", "C", "C", "C", "C", "C", "C", "C", "C", "C", "C", "C", "C", "C", "C", "C", "C", "C", "C", "C", "C", "C", "C", "C", "C", "C", "C", "C", "H", "H", "H", "H", "H", "H", "H", "H", "H", "H", "H", "H", "H", "H", "H", "H", "H", "H", "H", "H", "H", "H", "H", "H", "H", "H", "H", "H", "H", "H", "H", "H", "H", "H", "H", "H", "H", "H", "H", "H", "H", "H", "H", "H", "H", "H", "H", "H", "H", "H", "H"],
  "xyz": [[2.14, 1.11, 1.91], [2.88, 3.20, -1.12], [0.34, 0.16, 0.76], [-1.53, -1.19, -1.43], [-2.17, 3.12, -0.69], [-1.77, 0.42, 1.33], [-2.40, -0.99, 2.92], [-0.23, -0.76, 2.34], [-0.53, -1.49, -0.30], [0.82, 1.14, -0.71], [2.22, -0.24, 4.45], [2.64, -1.59, 2.78], [0.44, 4.86, -0.87], [-0.36, 0.97, -1.40], [-2.48, -3.76, -4.33], [1.30, 3.86, -4.80], [-1.85, 0.57, -5.23], [-1.97, -6.17, -4.81], [2.36, -0.33, 3.12], [-2.39, 0.22, -6.44], [1.89, 0.95, 5.23], [-3.44, 2.93, 0.42], [-3.65, 0.72, -6.83], [2.91, -2.15, 1.45], [-2.79, 2.58, -2.23], [1.76, -0.15, -3.52], [-2.38, -2.62, -3.55], [2.62, 1.86, -4.67], [-4.30, 3.59, 2.57], [-2.02, 1.81, -3.08], [-1.82, -4.94, -3.97], [-3.83, 1.91, -4.74], [5.05, -0.38, -0.11], [5.27, -1.20, 1.16], [2.34, -1.95, 6.31], [2.55, -3.30, 6.51], [1.62, 1.24, -3.91], [4.10, 2.30, 5.32], [3.05, 1.48, 6.07], [-1.06, -4.95, -2.80], [0.45, 1.94, -3.61], [-5.33, 2.66, 2.45], [-2.55, 1.44, -4.35], [2.46, 3.16, -5.10], [-4.55, 2.75, -3.86], [-6.37, 2.52, 3.52], [-1.47, -0.44, 2.18], [-4.07, 3.07, -2.64], [-0.63, 1.33, -2.78], [0.29, 3.25, -4.07], [-5.39, 1.84, 1.31], [-0.94, -3.82, -2.01], [4.39, -2.44, 1.23], [2.81, -4.17, 5.44], [2.87, -3.72, 4.14], [1.40, 4.23, -0.96], [0.82, -0.80, -2.83], [5.03, 1.49, 4.42], [-2.00, -2.01, 3.86], [2.66, -2.36, 3.94], [-4.46, 1.96, 0.31], [2.41, -1.50, 5.00], [-4.35, 1.54, -6.00], [-0.40, -0.12, -2.35], [-1.59, -2.66, -2.40], [-3.35, 3.73, 1.58], [-1.63, -1.54, 4.77], [4.73, -3.10, 2.03], [6.31, -1.52, 1.20], [2.64, -0.68, -3.85], [3.24, 3.64, -5.68], [-4.49, 1.31, -0.55], [4.54, 1.16, 3.50], [-6.41, 1.48, 3.87], [-2.89, -1.71, -3.84], [-1.24, -2.65, 3.43], [-5.32, 1.93, -6.29], [3.51, 1.31, -4.91], [2.51, -3.70, 7.51], [-2.90, -2.57, 4.07], [-0.88, 0.19, -4.96], [5.40, 0.61, 4.94], [2.14, -1.28, 7.14], [5.12, -0.58, 2.04], [1.05, 0.67, 5.87], [-6.17, 3.17, 4.37], [2.96, -5.22, 5.65], [-1.34, -6.98, -4.45], [-4.25, 4.22, 3.45], [3.60, 3.08, 4.74], [5.88, 2.09, 4.12], [-4.62, 3.73, -1.98], [3.54, 0.65, 6.59], [-3.00, -6.52, -4.81], [5.75, 0.45, -0.17], [-6.17, 1.09, 1.23], [-1.70, -5.96, -5.85], [1.53, 1.71, 4.53], [5.19, -1.01, -1.00], [2.60, 2.10, 6.86], [-2.55, 4.45, 1.68], [4.04, 0.04, -0.16], [2.32, -3.07, 1.38], [-3.08, -3.73, -5.23], [-0.55, -5.86, -2.51], [-1.85, -0.44, -7.10], [2.52, -1.46, 0.70], [0.92, -1.85, -2.61], [4.70, 2.82, 6.07], [-5.51, 3.15, -4.19], [3.08, -4.40, 3.32], [-4.06, 0.44, -7.79], [-0.61, 3.80, -3.84], [1.17, 4.88, -5.13], [-7.36, 2.76, 3.12], [-0.34, -3.83, -1.11], [4.47, -3.01, 0.30]],
  "lowdin_spin": [-0.131, 0.722, 2.152, 0.002, 0.396, 0.054, -0.001, -0.007, 0.024, 0.033, -0.006, -0.005, 0.122, 0.011, 0.000, 0.002, 0.010, 0.000, -0.004, -0.002, 0.000, 0.096, 0.018, 0.000, 0.033, 0.001, 0.000, 0.001, 0.004, 0.041, 0.000, 0.017, 0.001, 0.000, -0.001, -0.002, 0.006, 0.000, 0.000, 0.000, 0.007, 0.130, 0.004, -0.001, -0.010, 0.024, 0.004, 0.021, -0.004, -0.001, 0.004, 0.000, 0.000, -0.003, 0.000, 0.072, 0.000, -0.003, 0.000, -0.003, 0.073, -0.003, -0.005, 0.004, 0.001, 0.085, 0.000, 0.000, 0.000, 0.000, 0.000, 0.001, -0.004, 0.007, 0.000, 0.000, -0.001, 0.000, 0.000, 0.000, 0.000, 0.000, 0.000, 0.000, 0.000, 0.000, 0.000, 0.000, -0.002, 0.000, 0.000, 0.000, 0.000, 0.000, 0.000, -0.002, 0.000, 0.000, 0.000, 0.000, 0.002, 0.001, 0.000, 0.000, 0.000, 0.000, 0.001, 0.000, 0.000, 0.000, 0.000, 0.001, 0.000, 0.000, 0.009, 0.000, 0.000],
  "multiplicity": 5,
  "largest_force_ev_per_a": 0.6,
  "e_homo_ev": [-12.78, -12.76],
  "energy_ev": -260924.2032,
  "lumo_ha": [-0.2592, -0.2795],
  "orbital_gap_ev": [5.7, 5.2],
  "total_charge": 2
}